Entry 1:
# C87H62BrF4NaP4Si

A molecular structure, C87H62BrF4NaP4Si (wB97M-V/def2-TZVPD, the Open Molecules 2025 dataset).

energy above the lowest of the compared OMol25 structures with the same formula, charge and spin: 0.000 eV
strongest force on any atom: 0.014 hartree/bohr
net charge: -2
calculated total energy: -221583.1048 eV
orbital gap: 3.859 eV

Each line ends with the Löwdin charge.
Element x y z (Å)
Na 0.529 -0.614 -1.369  -0.236
C -4.556 0.803 1.576  -0.023
C -3.404 1.545 0.996  -0.227
C -2.161 0.695 0.661  -0.281
C -2.043 -0.645 1.370  -0.324
C -3.084 -1.081 2.094  -0.114
C -4.358 -0.357 2.204  -0.076
P -0.961 -1.860 0.457  1.059
C -2.265 -2.937 -0.317  -0.321
C -3.438 -2.378 -0.832  -0.082
C -4.345 -3.143 -1.546  -0.089
C -4.104 -4.494 -1.767  -0.107
C -2.940 -5.061 -1.272  -0.101
C -2.030 -4.290 -0.562  -0.095
C -0.190 -3.075 1.603  -0.405
C -0.939 -3.832 2.500  -0.106
C -0.318 -4.694 3.390  -0.092
C 1.062 -4.816 3.372  -0.093
C 1.806 -4.093 2.451  -0.100
C 1.212 -3.214 1.544  -0.311
Si 2.228 -2.254 0.191  0.678
C 3.261 -3.703 -0.592  -0.278
C 4.310 -4.405 0.023  -0.121
C 5.049 -5.365 -0.643  -0.096
C 4.765 -5.666 -1.972  -0.100
C 3.733 -5.004 -2.608  -0.114
C 2.981 -4.041 -1.929  -0.388
P 1.573 -3.211 -2.796  1.050
C 0.537 -4.651 -3.282  -0.359
C 0.635 -5.889 -2.649  -0.090
C -0.236 -6.922 -2.972  -0.100
C -1.226 -6.731 -3.924  -0.117
C -1.358 -5.490 -4.533  -0.090
C -0.493 -4.459 -4.207  -0.111
C 2.434 -2.761 -4.362  -0.401
C 2.279 -3.362 -5.605  -0.095
C 2.947 -2.866 -6.719  -0.092
C 3.782 -1.767 -6.604  -0.101
C 3.955 -1.164 -5.364  -0.085
C 3.285 -1.656 -4.258  -0.120
C 3.477 -1.213 1.216  -0.303
C 4.870 -1.276 1.109  -0.116
C 5.696 -0.334 1.711  -0.110
C 5.144 0.701 2.448  -0.096
C 3.764 0.788 2.579  -0.087
C 2.935 -0.144 1.967  -0.378
P 1.096 -0.105 2.157  1.151
C 0.990 -0.832 3.852  -0.323
C 2.095 -1.334 4.532  -0.078
C 1.961 -1.902 5.792  -0.095
C 0.716 -1.980 6.397  -0.107
C -0.397 -1.493 5.724  -0.085
C -0.259 -0.935 4.464  -0.097
C 0.705 1.682 2.411  -0.362
C 1.041 2.185 3.762  -0.103
C 1.686 3.339 3.972  -0.084
C 2.289 4.071 2.876  -0.085
C 2.153 3.639 1.616  -0.092
C 1.227 2.564 1.251  -0.171
H -5.533 1.275 1.586  0.104
H -3.125 2.300 1.735  0.142
H -2.390 0.317 -0.358  0.067
H -3.080 -2.097 2.468  0.084
H -5.174 -0.857 2.713  0.092
H -3.662 -1.331 -0.668  0.096
H -5.243 -2.678 -1.935  0.097
H -4.812 -5.094 -2.325  0.091
H -2.730 -6.110 -1.442  0.091
H -1.122 -4.753 -0.195  0.101
H -2.020 -3.770 2.495  0.091
H -0.911 -5.265 4.095  0.095
H 1.560 -5.464 4.085  0.095
H 2.885 -4.199 2.455  0.088
H 4.566 -4.177 1.051  0.086
H 5.857 -5.879 -0.133  0.093
H 5.348 -6.408 -2.504  0.092
H 3.503 -5.233 -3.643  0.105
H 1.403 -6.054 -1.904  0.101
H -0.140 -7.877 -2.470  0.098
H -1.907 -7.536 -4.174  0.094
H -2.148 -5.317 -5.253  0.101
H -0.628 -3.485 -4.665  0.082
H 1.632 -4.222 -5.714  0.095
H 2.807 -3.342 -7.682  0.096
H 4.291 -1.374 -7.476  0.093
H 4.599 -0.300 -5.261  0.101
H 3.416 -1.175 -3.293  0.103
H 5.322 -2.064 0.517  0.078
H 6.772 -0.406 1.597  0.089
H 5.779 1.444 2.918  0.092
H 3.332 1.592 3.161  0.088
H 3.078 -1.283 4.080  0.100
H 2.839 -2.282 6.300  0.094
H 0.612 -2.417 7.384  0.089
H -1.378 -1.542 6.181  0.097
H -1.134 -0.567 3.951  0.071
H 0.768 1.573 4.613  0.109
H 1.869 3.668 4.989  0.102
H 2.945 4.905 3.098  0.099
H 2.759 4.063 0.822  0.112
H 1.495 2.035 0.343  0.102
F -3.828 1.158 -7.436  0.084
C -3.212 1.354 -6.253  -0.154
C -3.610 2.387 -5.422  -0.149
F -4.607 3.200 -5.826  0.087
C -2.976 2.557 -4.204  -0.234
F -3.424 3.592 -3.447  0.067
C -1.945 1.763 -3.762  -0.175
P -1.043 1.570 -1.671  1.108
C 0.381 2.599 -2.299  -0.333
C 1.675 2.107 -2.163  -0.127
C 2.783 2.777 -2.663  -0.084
C 2.611 3.974 -3.340  -0.101
C 1.325 4.467 -3.526  -0.079
C 0.230 3.783 -3.024  -0.091
C -2.039 2.663 -0.578  -0.383
C -3.538 2.307 -0.321  -0.210
C -4.491 3.463 -0.261  -0.057
C -4.116 4.720 -0.476  -0.085
C -2.723 5.043 -0.767  -0.079
C -1.781 4.102 -0.765  -0.090
C -1.580 0.753 -4.625  -0.549
Br -0.131 -0.461 -4.200  0.874
C -2.180 0.527 -5.851  -0.279
F -1.813 -0.474 -6.675  0.043
H 1.860 1.156 -1.674  0.073
H 3.772 2.357 -2.526  0.102
H 3.467 4.513 -3.727  0.092
H 1.171 5.393 -4.066  0.098
H -0.763 4.180 -3.190  0.101
H -3.898 1.609 -1.092  0.144
H -5.524 3.230 -0.023  0.097
H -4.837 5.526 -0.404  0.093
H -2.437 6.079 -0.900  0.102
H -0.758 4.402 -0.905  0.081
C -1.084 1.803 0.349  -0.205
C -0.282 2.524 1.517  -0.178
C -0.918 3.680 2.273  -0.118
C -0.792 5.050 1.844  -0.179
C 0.169 5.536 0.921  -0.085
C 0.245 6.863 0.538  -0.118
C -0.640 7.817 1.027  -0.155
C -1.643 7.367 1.883  -0.132
C -1.726 6.042 2.258  -0.080
C -1.518 3.394 3.562  -0.189
C -1.609 4.345 4.618  -0.064
C -2.107 4.041 5.865  -0.124
C -2.559 2.759 6.182  -0.144
C -2.443 1.793 5.197  -0.113
C -1.930 2.095 3.945  -0.065
H 0.848 4.845 0.446  0.077
H 1.013 7.152 -0.174  0.090
H -0.572 8.857 0.729  0.070
H -2.404 8.058 2.234  0.085
H -2.577 5.728 2.845  0.103
H -1.224 5.341 4.454  0.097
H -2.131 4.820 6.621  0.085
H -2.953 2.524 7.163  0.073
H -2.754 0.773 5.400  0.088
H -1.834 1.292 3.237  0.077

Entry 2:
# C5H8O

A single C5H8O molecule (wB97M-V/def2-TZVPD, the Open Molecules 2025 dataset).

energy above the lowest of the compared OMol25 structures with the same formula, charge and spin: 1.984 eV
strongest force on any atom: 0.012 hartree/bohr
structure (SMILES): CC1(C=O)CC1
calculated total energy: -7360.2716 eV
orbital gap: 10.503 eV

Each line ends with the natural charge from an NBO analysis.
Element x y z (Å)
C 1.503 0.302 0.454  -0.605
C 0.120 0.096 -0.141  -0.166
C -0.568 1.372 -0.471  0.429
O -0.412 2.323 0.264  -0.562
C -0.253 -1.299 -0.563  -0.400
C -1.165 -0.613 0.374  -0.367
H 2.214 -0.351 -0.065  0.210
H 1.808 1.332 0.251  0.237
H 1.617 0.134 1.527  0.219
H -1.307 1.417 -1.293  0.122
H -0.575 -1.616 -1.549  0.218
H 0.402 -2.023 -0.082  0.223
H -1.330 -0.856 1.414  0.228
H -2.055 -0.218 -0.120  0.214

Entry 3:
# CH5IN2S

2 unconnected molecules or ions with the total composition CH5IN2S in a non-equilibrium geometry (wB97M-V/def2-TZVPD, the Open Molecules 2025 dataset).

energy above the lowest of the compared OMol25 structures with the same formula, charge and spin: 2.758 eV
strongest force on any atom: 0.050 hartree/bohr
calculated total energy: -23030.2135 eV
orbital gap (spin up / spin down): 6.481 / 6.482 eV

Each line ends with the natural charge from an NBO analysis.
Element x y z (Å)
C -1.119 1.207 0.354  -0.459
N 1.597 -2.135 -0.588  -1.029
N -1.081 -0.148 -0.046  -0.653
S 1.287 -1.149 0.539  0.813
I 2.572 0.763 -0.103  0.049
H -2.093 1.626 0.055  0.204
H -1.056 1.260 1.443  0.190
H -0.351 1.862 -0.094  0.172
H 1.210 -3.062 -0.505  0.391
H -0.965 -0.224 -1.056  0.322

Entry 4:
# C40H38As2CrO3PSSe2

A molecular structure, C40H38As2CrO3PSSe2 (wB97M-V/def2-TZVPD, the Open Molecules 2025 dataset).

strongest force on any atom: 0.007 hartree/bohr
calculated total energy: -349159.5027 eV
expectation value of S²: 3.807
orbital gap (spin up / spin down): 7.540 / 7.728 eV
spin multiplicity: 4

Each line ends with the natural charge from an NBO analysis.
Element x y z (Å)
Cr -1.027 -0.713 -0.179  0.838
O 0.409 -3.893 1.241  -0.634
C -0.207 -2.878 1.517  0.775
O 0.090 -1.710 1.011  -0.835
C -1.319 -2.896 2.532  -0.152
C -1.207 -3.867 3.529  -0.168
C -2.154 -4.000 4.525  -0.252
C -3.262 -3.159 4.509  -0.193
C -3.394 -2.208 3.520  -0.239
C -2.429 -2.044 2.517  -0.140
S -2.802 -0.787 1.332  -0.199
H -0.348 -4.526 3.492  0.230
H -2.040 -4.753 5.293  0.212
H -4.028 -3.249 5.269  0.210
H -4.266 -1.567 3.505  0.219
Se -2.395 0.900 -1.630  -0.355
P -0.576 0.901 -2.806  0.997
Se 0.748 -0.660 -2.134  -0.378
C 0.228 2.528 -2.687  -0.317
C 1.608 2.627 -2.564  -0.218
C 2.209 3.872 -2.448  -0.205
C 1.435 5.021 -2.454  -0.199
C 0.054 4.926 -2.574  -0.218
C -0.547 3.684 -2.686  -0.199
C -0.985 0.701 -4.564  -0.317
C -0.155 -0.022 -5.411  -0.200
C -0.461 -0.131 -6.759  -0.213
C -1.597 0.481 -7.266  -0.197
C -2.433 1.201 -6.422  -0.199
C -2.129 1.308 -5.076  -0.214
H 2.210 1.726 -2.533  0.239
H 3.284 3.942 -2.346  0.215
H 1.905 5.992 -2.358  0.216
H -0.555 5.820 -2.571  0.218
H -1.627 3.615 -2.741  0.228
H 0.725 -0.513 -5.013  0.233
H 0.187 -0.700 -7.412  0.217
H -1.838 0.390 -8.317  0.216
H -3.325 1.671 -6.811  0.216
H -2.799 1.846 -4.416  0.228
C -3.325 -2.477 -2.631  -0.938
As -1.996 -2.825 -1.268  1.052
C -0.761 -3.990 -2.203  -0.953
C -2.909 -4.106 -0.134  -0.948
H -3.692 -3.425 -3.025  0.222
H -2.869 -1.886 -3.426  0.241
H -4.142 -1.904 -2.195  0.243
H -1.286 -4.885 -2.541  0.222
H 0.043 -4.265 -1.520  0.256
H -0.344 -3.452 -3.053  0.241
H -3.386 -4.857 -0.767  0.223
H -3.654 -3.586 0.465  0.247
H -2.185 -4.585 0.523  0.251
O -0.147 0.909 0.545  -1.123
As 1.088 0.832 1.681  1.991
C 2.703 0.055 0.998  -0.424
C 3.023 -1.294 1.130  -0.174
C 4.176 -1.787 0.538  -0.199
C 5.000 -0.947 -0.195  -0.185
C 4.674 0.393 -0.340  -0.234
C 3.530 0.896 0.257  -0.127
C 1.496 2.689 1.919  -0.416
C 0.878 3.599 1.068  -0.195
C 1.171 4.951 1.188  -0.196
C 2.069 5.385 2.151  -0.198
C 2.680 4.471 3.001  -0.230
C 2.395 3.120 2.886  -0.137
C 0.541 0.106 3.351  -0.322
C 1.347 -0.738 4.104  -0.218
C 0.865 -1.248 5.301  -0.209
C -0.407 -0.911 5.738  -0.186
C -1.197 -0.050 4.991  -0.187
C -0.726 0.468 3.794  -0.212
H 2.354 -1.974 1.634  0.247
H 4.416 -2.837 0.635  0.222
H 5.893 -1.339 -0.663  0.216
H 5.309 1.049 -0.921  0.215
H 3.285 1.946 0.135  0.218
H 0.181 3.240 0.319  0.249
H 0.696 5.661 0.524  0.218
H 2.293 6.439 2.244  0.215
H 3.378 4.813 3.753  0.217
H 2.877 2.414 3.554  0.212
H 2.339 -1.012 3.771  0.224
H 1.480 -1.918 5.886  0.218
H -0.789 -1.325 6.661  0.218
H -2.193 0.204 5.329  0.222
H -1.358 1.107 3.190  0.242

Entry 5:
# C15H11BrO2

A single C15H11BrO2 molecule in a non-equilibrium geometry (wB97M-V/def2-TZVPD, the Open Molecules 2025 dataset).

strongest force on any atom: 0.065 hartree/bohr
structure (SMILES): O=C1O[C@H](c2ccccc2)c2ccccc2[C@@H]1Br
calculated total energy: -89870.7627 eV
orbital gap: 9.555 eV

Each line ends with the natural charge from an NBO analysis.
Element x y z (Å)
O -1.327 3.854 -1.141  -0.542
C -0.821 2.756 -0.881  0.777
O -1.439 1.756 -0.204  -0.476
C -1.020 0.392 -0.458  0.070
C -1.270 -0.455 0.779  -0.066
C -0.420 -0.291 1.873  -0.185
C -0.631 -1.068 3.049  -0.210
C -1.735 -1.932 3.109  -0.204
C -2.588 -2.091 2.000  -0.213
C -2.335 -1.363 0.843  -0.193
C 0.410 0.134 -0.910  -0.074
C 0.954 -1.146 -0.966  -0.139
C 2.218 -1.412 -1.531  -0.217
C 2.985 -0.338 -1.997  -0.205
C 2.496 0.973 -1.888  -0.181
C 1.204 1.221 -1.343  -0.057
C 0.634 2.593 -1.368  -0.359
Br 1.813 3.774 -0.315  0.035
H -1.673 0.039 -1.262  0.201
H 0.400 0.443 1.848  0.227
H -0.066 -0.897 3.984  0.223
H -1.953 -2.510 4.035  0.218
H -3.507 -2.685 2.106  0.221
H -2.983 -1.535 -0.019  0.215
H 0.389 -2.004 -0.603  0.215
H 2.597 -2.414 -1.568  0.220
H 3.923 -0.530 -2.504  0.219
H 3.070 1.810 -2.249  0.222
H 0.675 2.925 -2.419  0.259

Entry 6:
# C4H12O2

2 unconnected molecules or ions with the total composition C4H12O2 in a non-equilibrium geometry (wB97M-V/def2-TZVPD, the Open Molecules 2025 dataset).

energy above the lowest of the compared OMol25 structures with the same formula, charge and spin: 0.141 eV
strongest force on any atom: 0.020 hartree/bohr
structure (SMILES): CC[C@@H](C)O.O
calculated total energy: -8437.3727 eV
orbital gap: 10.863 eV

Each line ends with the natural charge from an NBO analysis.
Element x y z (Å)
C -1.026 1.017 -0.656  -0.608
C -0.925 0.236 0.664  -0.415
C -0.946 -1.281 0.473  0.096
C -0.367 -2.032 1.648  -0.621
O -2.278 -1.726 0.243  -0.727
H -0.816 2.063 -0.464  0.207
H -0.295 0.753 -1.415  0.196
H -2.005 0.956 -1.118  0.207
H -1.784 0.534 1.269  0.214
H 0.015 0.516 1.128  0.197
H -0.291 -1.509 -0.374  0.152
H 0.631 -1.683 1.903  0.206
H -0.309 -3.095 1.411  0.211
H -0.981 -1.969 2.549  0.212
H -2.342 -2.016 -0.670  0.473
O 4.825 3.024 -2.498  -0.934
H 4.312 2.359 -2.029  0.467
H 4.583 3.851 -2.064  0.467